(1)
{
  "formula": "C4H8N2",
  "method": "wB97M-V/def2-TZVPD",
  "relative_energy_kj_mol": 277.8,
  "e_lumo_ev": 1.2,
  "energy_ha": -266.6162,
  "gap_ev": 10.123,
  "species": ["N", "N", "C", "C", "C", "C", "H", "H", "H", "H", "H", "H", "H", "H"],
  "coordinates": [[1.04234, -0.22575, -0.65392], [-0.18019, -0.73188, -0.07123], [1.74479, 0.72365, 0.18468], [-2.55256, -0.17275, 0.03818], [-1.15207, 0.12195, -0.31496], [2.28897, -0.66914, 0.03279], [-0.96872, 1.10723, -0.79417], [1.24364, 0.99488, 1.11025], [-2.69982, -1.15051, 0.61871], [-3.21603, -0.11335, -0.83553], [3.12727, -0.92807, -0.65624], [2.04716, 1.61622, -0.46066], [2.17399, -1.18568, 0.99924], [-2.89878, 0.61320, 0.80287]]
}

=====

(2)
{
  "formula": "C4H8N2",
  "method": "wB97M-V/def2-TZVPD",
  "relative_energy_kj_mol": 509.5,
  "e_lumo_ev": [1.1, 1.1],
  "energy_ha": -266.5279,
  "gap_ev": [7.016, 6.746],
  "species": ["N", "N", "C", "C", "C", "C", "H", "H", "H", "H", "H", "H", "H", "H"],
  "coordinates": [[-1.89433, -0.09388, -0.03625], [-0.82196, -1.02155, 0.22963], [-1.30916, 1.10966, -0.43503], [0.39124, -0.49891, -0.10961], [1.76327, -0.72993, 0.57447], [0.15074, 0.92722, -0.69469], [0.44118, 1.06203, -1.83507], [-1.14599, -1.87947, 0.70550], [0.59625, 1.79407, -0.27420], [-1.77639, 2.02302, -0.12499], [2.40226, -0.00006, 0.36055], [2.30679, -1.59394, 0.06540], [-2.87342, -0.28553, -0.10045], [1.76952, -0.81272, 1.67474]]
}

=====

(3)
{
  "formula": "C4H8N2",
  "method": "wB97M-V/def2-TZVPD",
  "relative_energy_kj_mol": 60.2,
  "e_lumo_ev": 1.0,
  "energy_ha": -266.6991,
  "gap_ev": 10.799,
  "species": ["N", "N", "C", "C", "C", "C", "H", "H", "H", "H", "H", "H", "H", "H"],
  "coordinates": [[0.60601, -0.61115, 0.41589], [-0.75669, 2.31078, 0.73559], [-0.58103, 1.41372, 0.02174], [-0.35979, 0.01265, -0.47320], [-1.73122, -0.66604, -0.43120], [1.92643, 0.00267, 0.29917], [-1.70519, -1.71282, -0.74537], [-2.12705, -0.61307, 0.58625], [-2.42081, -0.11763, -1.07766], [2.59363, -0.42285, 1.05206], [0.26367, -0.44725, 1.36012], [1.90108, 1.09534, 0.44038], [0.04856, -0.02929, -1.49212], [2.34240, -0.21506, -0.69165]]
}

=====

(4)
{
  "formula": "C4H8N2",
  "method": "wB97M-V/def2-TZVPD",
  "relative_energy_kj_mol": 629.0,
  "e_lumo_ev": 0.8,
  "energy_ha": -266.4824,
  "gap_ev": 9.194,
  "species": ["N", "N", "C", "C", "C", "C", "H", "H", "H", "H", "H", "H", "H", "H"],
  "coordinates": [[-0.17478, -1.13817, -0.05080], [-1.45171, -0.74259, -0.26963], [-1.47749, 0.57404, -0.07578], [-0.17388, 1.19348, 0.04103], [0.69477, -0.03793, 0.49232], [2.07752, 0.01368, -0.21323], [0.30646, 0.04600, 1.54499], [2.71196, -0.71587, 0.71069], [0.12902, 1.88048, -0.94556], [2.72603, 1.19026, -0.78756], [-0.46173, -1.97168, 0.65268], [-2.38799, 1.24405, 0.08959], [-0.20838, 1.95875, 0.75120], [1.84459, -0.92624, -1.23906]]
}

=====

(5)
{
  "formula": "C4H8N2",
  "method": "wB97M-V/def2-TZVPD",
  "relative_energy_kj_mol": 355.8,
  "e_lumo_ev": 0.7,
  "energy_ha": -266.5865,
  "gap_ev": 9.334,
  "species": ["N", "N", "C", "C", "C", "C", "H", "H", "H", "H", "H", "H", "H", "H"],
  "coordinates": [[-0.46799, 3.09714, 0.44976], [0.38940, -0.26532, 0.37218], [-1.50602, -1.03846, -0.25000], [1.77995, -0.13166, 0.22107], [-0.56264, 0.49817, -0.36661], [-0.53286, 2.00106, 0.06054], [-2.47029, -0.78904, 0.12190], [-0.46421, 0.55476, -1.45837], [2.25346, -0.81210, 0.93307], [2.08516, 0.90009, 0.38571], [-1.44320, -1.30909, -1.29801], [2.03806, -0.45053, -0.79500], [-1.13393, -1.95992, 0.30585], [0.03511, -0.29511, 1.31790]]
}

=====

(6)
{
  "formula": "C4H8N2",
  "method": "wB97M-V/def2-TZVPD",
  "relative_energy_kj_mol": 335.3,
  "e_lumo_ev": [0.3, 0.1],
  "energy_ha": -266.5943,
  "gap_ev": [7.936, 6.610],
  "species": ["N", "N", "C", "C", "C", "C", "H", "H", "H", "H", "H", "H", "H", "H"],
  "coordinates": [[0.25955, 0.17556, -0.18245], [-1.78132, -1.63454, 0.98142], [-1.04332, 0.28187, -0.26484], [0.89787, -1.11984, 0.03229], [1.11650, 1.35280, -0.13855], [-2.06892, -0.68538, 0.21024], [1.55125, 1.43928, 0.86377], [-3.08830, -0.31054, -0.03625], [0.26097, -1.66598, 0.74925], [1.91975, -0.96224, 0.38414], [0.52695, 2.24760, -0.34660], [-1.39247, 1.29603, -0.47659], [1.92429, 1.26814, -0.87007], [0.91719, -1.68276, -0.90576]]
}

=====

(7)
{
  "formula": "C4H8N2",
  "method": "wB97M-V/def2-TZVPD",
  "relative_energy_kj_mol": 165.5,
  "e_lumo_ev": 1.0,
  "energy_ha": -266.6590,
  "gap_ev": 9.333,
  "species": ["N", "N", "C", "C", "C", "C", "H", "H", "H", "H", "H", "H", "H", "H"],
  "coordinates": [[1.57074, -0.48898, -0.21058], [0.77354, -1.64440, -0.15071], [-0.40202, 0.99099, -0.40513], [-0.51880, -1.44917, -0.01984], [-1.31028, -0.18918, 0.10095], [0.98004, 0.84246, 0.17700], [-0.32805, 0.84573, -1.43539], [-1.08559, -2.43492, -0.10280], [-2.32017, -0.36306, -0.42209], [1.04918, 0.94427, 1.30991], [-0.93896, 1.86059, -0.10677], [2.48923, -0.58535, 0.21146], [1.57551, 1.69786, -0.19071], [-1.53438, -0.02683, 1.24470]]
}

=====

(8)
{
  "formula": "C4H8N2",
  "method": "wB97M-V/def2-TZVPD",
  "relative_energy_kj_mol": 416.7,
  "e_lumo_ev": 1.1,
  "energy_ha": -266.5633,
  "gap_ev": 8.639,
  "species": ["N", "N", "C", "C", "C", "C", "H", "H", "H", "H", "H", "H", "H", "H"],
  "coordinates": [[-0.37343, 1.49116, -0.42285], [-1.46606, 0.64351, -0.50345], [0.92438, -0.58619, -0.43089], [-0.61014, -1.03095, -0.61356], [0.83631, 0.85249, 0.10404], [-1.48372, -0.54157, 0.43362], [-2.45050, -1.04523, 0.56622], [1.77504, 1.41652, -0.22381], [1.26719, -0.71801, -1.42022], [1.28669, -1.34463, 0.25408], [-1.20535, -0.47556, 1.48504], [-0.55447, 2.47656, -0.07111], [-0.94987, -1.46464, -1.42417], [0.95088, 0.95321, 1.13975]]
}

=====

(9)
{
  "formula": "C4H8N2",
  "method": "wB97M-V/def2-TZVPD",
  "relative_energy_kj_mol": 245.6,
  "e_lumo_ev": 0.5,
  "energy_ha": -266.6285,
  "gap_ev": 8.637,
  "species": ["N", "N", "C", "C", "C", "C", "H", "H", "H", "H", "H", "H", "H", "H"],
  "coordinates": [[-1.33905, 0.40492, -0.02806], [-1.94945, -0.80330, 0.11277], [-0.03192, 0.36456, 0.01434], [0.48398, 1.75540, 0.00158], [2.11912, -0.88306, 0.00141], [0.75162, -0.83307, -0.03186], [-0.29438, 2.45832, -0.15878], [0.10906, -1.85040, -0.12248], [2.67963, -1.74615, 0.22271], [-1.49776, -1.61920, -0.31571], [1.24532, 1.81949, -0.86938], [0.96832, 1.94437, 1.03075], [2.80928, -0.01048, -0.08333], [-2.93678, -0.63020, -0.20953]]
}

=====

(10)
{
  "formula": "C4H8N2O",
  "method": "wB97M-V/def2-TZVPD",
  "relative_energy_kj_mol": 174.9,
  "e_lumo_ev": 0.9,
  "energy_ha": -341.9370,
  "gap_ev": 9.544,
  "species": ["O", "N", "N", "C", "C", "C", "C", "H", "H", "H", "H", "H", "H", "H", "H"],
  "coordinates": [[1.63534, 1.72016, 1.79070], [-2.03725, 0.22986, -0.65012], [-0.69358, -0.96070, 0.70548], [-0.77104, 0.16885, -1.24648], [-1.91872, -0.52380, 0.50089], [1.45900, -0.80028, -0.67566], [0.05501, -0.56266, -0.41748], [1.85371, -0.80654, 0.33348], [-0.36898, 0.93552, -1.93288], [2.00146, -0.06421, -1.23114], [2.03205, 1.59176, 2.63143], [1.63804, -1.76949, -1.20060], [-2.95212, -0.64254, 0.87342], [0.85884, 1.12050, 1.85067], [-2.79175, 0.36355, -1.33172]]
}

=====

(11)
{
  "formula": "C4H8N2O",
  "method": "wB97M-V/def2-TZVPD",
  "relative_energy_kj_mol": 125.8,
  "e_lumo_ev": 1.0,
  "energy_ha": -341.9557,
  "gap_ev": 10.615,
  "species": ["O", "N", "N", "C", "C", "C", "C", "H", "H", "H", "H", "H", "H", "H", "H"],
  "coordinates": [[1.61464, -1.26850, -1.07327], [-0.43463, 1.38606, 0.16316], [2.06386, 0.22952, 0.58990], [-1.01652, -1.10863, 0.57862], [-0.21326, -0.03189, -0.12056], [-0.87706, 0.82378, -1.12000], [1.24792, -0.40967, -0.29171], [-1.22301, 1.52508, 0.79186], [3.06001, 0.09007, 0.50041], [-1.28713, -1.89438, -0.13209], [-0.43872, -1.56514, 1.38843], [-0.34419, 1.16170, -2.00578], [1.72858, 1.09148, 0.99326], [-1.94484, 0.65850, -1.26564], [-1.93566, -0.68799, 1.00341]]
}

=====

(12)
{
  "formula": "C4H8N2O",
  "method": "wB97M-V/def2-TZVPD",
  "relative_energy_kj_mol": 181.7,
  "e_lumo_ev": 0.6,
  "energy_ha": -341.9344,
  "gap_ev": 10.664,
  "species": ["O", "N", "N", "C", "C", "C", "C", "H", "H", "H", "H", "H", "H", "H", "H"],
  "coordinates": [[-1.13243, -1.68984, 0.80356], [0.23686, 2.01137, -0.92196], [0.71275, 0.84267, 2.37205], [0.21606, -0.48987, -0.84388], [0.08154, -1.70792, 0.07024], [0.66168, 0.87296, 1.21715], [0.00546, 0.82757, -0.09772], [0.63894, 2.76692, -0.37521], [-0.66654, 2.34196, -1.24548], [-0.57599, -0.51952, -1.60012], [-1.02603, 0.78696, 0.27200], [-0.96865, -1.24691, 1.64598], [0.94449, -1.77456, 0.74799], [0.07342, -2.61703, -0.53905], [1.17838, -0.50278, -1.36665]]
}